{
  "formula": "C5H7FO",
  "method": "wB97M-V/def2-TZVPD",
  "species": ["C", "C", "C", "C", "C", "H", "H", "H", "H", "H", "H", "H", "O", "F"],
  "positions_angstrom": [[1.588, 1.301, -1.029], [0.217, 0.585, -0.578], [-0.788, -0.724, 1.221], [-0.567, -2.010, 1.778], [-0.955, 0.608, -1.318], [1.529, 1.487, -2.264], [2.422, 0.365, -0.698], [1.734, 2.327, -0.496], [-1.601, -0.136, 1.691], [0.271, -2.573, 1.766], [-1.309, -2.259, 2.558], [-1.700, -0.291, -0.929], [0.306, -0.120, 0.607], [-1.147, 1.440, -2.310]],
  "nbo_charge": [-0.681, 0.224, 0.090, -0.418, 0.113, 0.243, 0.242, 0.238, 0.201, 0.198, 0.195, 0.182, -0.515, -0.313],
  "gap_ev": 9.45,
  "homo_ha": -0.31196,
  "lumo_energy_ev": 0.9632,
  "de_lowest_kj_mol": 363.1
}

{
  "formula": "C5H7FO",
  "method": "wB97M-V/def2-TZVPD",
  "species": ["C", "C", "C", "C", "C", "O", "F", "H", "H", "H", "H", "H", "H", "H"],
  "positions_angstrom": [[-1.342, -1.478, 0.647], [-0.264, -1.725, -0.095], [-1.782, -0.009, 0.680], [0.916, 0.059, 0.597], [1.511, 1.267, 0.319], [0.732, -0.856, -0.291], [-2.894, 0.004, -0.265], [-1.916, -2.468, 0.894], [-0.052, -2.712, -0.583], [-2.282, 0.344, 1.699], [0.451, -0.166, 1.575], [1.936, 1.915, 1.149], [-1.035, 0.710, 0.300], [2.093, 1.323, -0.485]],
  "nbo_charge": [-0.296, -0.005, -0.027, 0.057, -0.393, -0.325, -0.399, 0.237, 0.194, 0.196, 0.176, 0.203, 0.203, 0.179],
  "multiplicity": 3,
  "gap_ev": [5.57, 6.23],
  "homo_ha": [-0.17297, -0.33443],
  "lumo_energy_ev": [0.8606, -2.8660],
  "de_lowest_kj_mol": 263.2
}

{
  "formula": "C5H7FO2",
  "method": "wB97M-V/def2-TZVPD",
  "species": ["C", "C", "C", "C", "C", "H", "H", "H", "H", "H", "H", "H", "O", "O", "F"],
  "positions_angstrom": [[0.364, -0.702, -0.274], [1.149, 0.457, -0.794], [-0.743, 1.452, 0.192], [-0.869, -0.046, 0.369], [0.161, -0.820, 1.207], [-0.667, -2.159, -0.982], [2.303, 0.418, -0.626], [1.083, 0.470, -1.899], [-1.374, 1.860, -0.649], [-0.913, 2.054, 1.015], [0.882, -0.326, 1.899], [-0.170, -1.802, 1.598], [0.206, -1.769, -1.144], [0.660, 1.624, -0.139], [-2.072, -0.711, 0.225]],
  "nbo_charge": [0.185, -0.081, -0.096, 0.297, -0.483, 0.483, 0.192, 0.189, 0.185, 0.196, 0.234, 0.242, -0.682, -0.521, -0.339],
  "gap_ev": 10.48,
  "homo_ha": -0.35318,
  "lumo_energy_ev": 0.8671,
  "de_lowest_kj_mol": 97.8
}

{
  "formula": "C5H7FOS",
  "method": "wB97M-V/def2-TZVPD",
  "species": ["C", "C", "C", "C", "C", "O", "F", "S", "H", "H", "H", "H", "H", "H", "H"],
  "positions_angstrom": [[-0.090, 0.384, 1.451], [-0.745, 1.367, 1.895], [1.699, -0.435, -0.340], [-0.965, -0.806, -0.413], [0.410, -0.650, -1.198], [-2.069, -0.305, -0.903], [0.107, 0.387, -2.045], [1.387, -0.281, 1.516], [-0.270, 1.992, 2.694], [-1.672, 1.716, 1.482], [2.450, -1.134, -0.516], [2.039, 0.481, -0.734], [-1.136, -1.893, -0.092], [0.793, -1.486, -1.836], [-1.939, 0.661, -0.961]],
  "nbo_charge": [-0.270, -0.481, -0.524, 0.165, 0.127, -0.662, -0.368, 0.298, 0.203, 0.209, 0.221, 0.228, 0.183, 0.179, 0.492],
  "gap_ev": 8.49,
  "homo_ha": -0.28386,
  "lumo_energy_ev": 0.7637,
  "de_lowest_kj_mol": 373.6
}

{
  "formula": "C5H7FS2",
  "method": "wB97M-V/def2-TZVPD",
  "species": ["C", "C", "C", "C", "C", "F", "S", "S", "H", "H", "H", "H", "H", "H", "H"],
  "positions_angstrom": [[1.126, -0.475, 0.360], [1.338, 0.390, 1.343], [2.111, 0.629, 0.158], [-2.739, -0.487, -0.889], [-2.358, 0.808, -0.740], [-2.301, 1.506, 0.430], [0.385, -1.975, -0.139], [3.819, 0.497, -0.077], [1.296, 0.824, 2.307], [1.909, 1.458, -0.574], [-3.006, -1.019, 0.077], [-2.772, -0.983, -1.824], [-0.640, -1.858, 0.838], [-2.082, 1.480, -1.570], [3.914, -0.796, 0.299]],
  "nbo_charge": [-0.145, -0.215, -0.388, -0.509, 0.243, -0.341, 0.073, -0.004, 0.234, 0.178, 0.210, 0.227, 0.157, 0.168, 0.111],
  "gap_ev": 9.24,
  "homo_ha": -0.31949,
  "lumo_energy_ev": 0.5467,
  "de_lowest_kj_mol": 364.9
}

{
  "formula": "C5H7FSi",
  "method": "wB97M-V/def2-TZVPD",
  "species": ["C", "C", "C", "C", "C", "F", "Si", "H", "H", "H", "H", "H", "H", "H"],
  "positions_angstrom": [[-1.136, 2.529, -1.921], [-0.406, 1.984, -1.114], [-1.644, -0.200, 1.622], [-0.317, -0.127, 1.518], [1.905, -0.414, -0.746], [1.673, 1.790, 1.048], [0.761, 0.801, 0.196], [-2.091, 2.865, -2.296], [-2.124, -0.901, 2.295], [-2.344, 0.408, 1.037], [0.082, -0.586, 2.361], [2.446, -0.985, -0.003], [1.224, -1.186, -1.232], [2.372, 0.100, -1.448]],
  "nbo_charge": [-0.267, -0.436, -0.318, -0.682, -1.092, -0.647, 1.868, 0.238, 0.190, 0.193, 0.222, 0.249, 0.247, 0.233],
  "gap_ev": 11.29,
  "homo_ha": -0.37769,
  "lumo_energy_ev": 1.0129,
  "de_lowest_kj_mol": 76.9
}

{
  "formula": "C5H7I2N2",
  "method": "wB97M-V/def2-TZVPD",
  "species": ["C", "C", "C", "C", "C", "N", "N", "I", "I", "H", "H", "H", "H", "H", "H", "H"],
  "positions_angstrom": [[-3.027, -1.728, -2.246], [1.395, 1.254, 0.968], [1.825, 0.136, 0.416], [-1.184, -1.115, -0.831], [2.007, 1.972, 2.168], [-1.864, -1.784, -1.766], [-0.133, -0.391, -1.003], [2.926, -1.499, 0.097], [-1.680, -1.477, 1.212], [-3.562, -2.503, -2.806], [-3.713, -0.897, -2.044], [0.551, 1.707, 0.480], [2.132, 2.924, 1.815], [2.912, 1.496, 2.516], [1.291, 2.126, 2.959], [0.124, -0.222, -1.935]],
  "nbo_charge": [0.082, -0.285, 0.072, 0.349, -0.605, -0.455, -0.709, 0.575, 0.179, 0.208, 0.169, 0.302, 0.245, 0.239, 0.259, 0.374],
  "charge": 1,
  "gap_ev": 7.60,
  "homo_ha": -0.48365,
  "lumo_energy_ev": -5.5574,
  "de_lowest_kj_mol": 314.8
}

{
  "formula": "C5H7IN",
  "method": "wB97M-V/def2-TZVPD",
  "species": ["C", "C", "C", "C", "C", "N", "I", "H", "H", "H", "H", "H", "H", "H"],
  "positions_angstrom": [[0.119, -0.504, -1.386], [-0.646, -1.369, -0.581], [-0.147, -2.368, 0.379], [-0.350, -0.843, 0.747], [0.562, -0.063, -0.183], [-0.279, 2.582, 0.063], [2.511, 0.442, 0.060], [0.281, -0.527, -2.474], [-0.908, -2.914, 0.943], [0.794, -2.703, 0.289], [-0.861, -0.362, 1.507], [0.545, 2.958, 0.441], [-1.004, 2.530, 0.839], [-0.617, 3.142, -0.644]],
  "nbo_charge": [-0.225, 0.270, -0.352, -0.295, 0.033, -1.056, 0.413, 0.294, 0.275, 0.238, 0.283, 0.370, 0.375, 0.378],
  "charge": 1,
  "gap_ev": 7.61,
  "homo_ha": -0.50604,
  "lumo_energy_ev": -6.1610,
  "de_lowest_kj_mol": 456.8
}

{
  "formula": "C5H7IN2",
  "method": "wB97M-V/def2-TZVPD",
  "species": ["C", "C", "C", "C", "C", "N", "N", "I", "H", "H", "H", "H", "H", "H", "H"],
  "positions_angstrom": [[-0.989, -0.638, 1.939], [-0.278, -2.232, 0.683], [-0.558, -0.053, 0.106], [1.247, 1.424, -0.672], [-0.260, 1.214, -0.465], [-0.686, -1.846, 1.848], [-0.216, -1.243, -0.300], [-1.114, 1.302, -2.696], [-1.381, 0.040, 2.726], [-0.142, -3.345, 0.355], [1.724, 1.850, 0.288], [1.623, 2.333, -1.255], [1.816, 0.484, -1.088], [-0.876, 2.135, -0.181], [0.090, -1.424, -1.289]],
  "nbo_charge": [0.039, 0.075, 0.055, -0.674, -0.246, -0.444, -0.495, -0.151, 0.224, 0.202, 0.235, 0.243, 0.225, 0.272, 0.439],
  "gap_ev": [7.01, 7.02],
  "homo_ha": [-0.27757, -0.27759],
  "lumo_energy_ev": [-0.5385, -0.5385],
  "de_lowest_kj_mol": 356.7
}

{
  "formula": "C5H7IN2S",
  "method": "wB97M-V/def2-TZVPD",
  "species": ["C", "C", "C", "C", "C", "N", "N", "S", "I", "H", "H", "H", "H", "H", "H", "H"],
  "positions_angstrom": [[-0.139, -2.209, 0.623], [-0.389, -1.066, -1.298], [-0.036, -0.919, 0.044], [0.894, 3.051, 0.811], [0.415, 0.214, 0.634], [-0.407, -3.130, -0.260], [-0.580, -2.429, -1.484], [0.218, 1.687, -0.173], [-2.897, 0.363, -0.976], [0.239, -2.488, 1.645], [-0.353, -0.355, -2.041], [1.813, 3.376, 0.404], [1.101, 2.714, 1.904], [0.233, 3.992, 0.815], [0.743, 0.149, 1.679], [-0.855, -2.950, -2.328]],
  "nbo_charge": [0.033, 0.123, -0.268, -0.768, -0.242, -0.215, -0.376, 0.473, -0.631, 0.223, 0.250, 0.229, 0.239, 0.258, 0.240, 0.433],
  "gap_ev": [6.10, 6.10],
  "homo_ha": [-0.27455, -0.27449],
  "lumo_energy_ev": [-1.3685, -1.3700],
  "de_lowest_kj_mol": 124.5
}

{
  "formula": "C5H7IS",
  "method": "wB97M-V/def2-TZVPD",
  "species": ["C", "C", "C", "C", "C", "S", "I", "H", "H", "H", "H", "H", "H", "H"],
  "positions_angstrom": [[0.589, 1.058, -1.338], [0.373, 2.072, -0.491], [0.428, -0.331, -0.855], [-0.360, -0.219, 0.481], [-0.299, -1.386, 1.432], [0.044, 1.475, 1.088], [-2.523, -0.300, -0.110], [0.705, 1.235, -2.397], [0.487, 3.066, -0.629], [-0.037, -1.053, -1.491], [1.540, -0.543, -0.876], [-0.891, -1.102, 2.219], [0.731, -1.638, 1.768], [-0.787, -2.334, 1.199]],
  "nbo_charge": [-0.185, -0.381, -0.521, -0.164, -0.681, 0.298, 0.011, 0.219, 0.229, 0.242, 0.245, 0.225, 0.222, 0.242],
  "gap_ev": 8.46,
  "homo_ha": -0.30086,
  "lumo_energy_ev": 0.2754,
  "de_lowest_kj_mol": 40.2
}

{
  "formula": "C5H7IrO3",
  "method": "wB97M-V/def2-TZVPD",
  "species": ["O", "C", "C", "H", "H", "O", "O", "C", "C", "C", "H", "H", "H", "H", "H", "Ir"],
  "positions_angstrom": [[-1.087, -2.163, 0.077], [-0.639, -3.245, 0.073], [-0.214, -4.482, 0.077], [0.012, -4.966, -0.872], [-0.093, -4.997, 1.030], [-0.627, 0.449, -0.313], [1.508, 0.139, -1.163], [-1.031, 1.692, 0.598], [-1.864, 2.563, -0.267], [0.419, 0.188, -0.832], [-1.545, 1.205, 1.432], [-0.063, 2.110, 0.888], [-1.221, 3.420, -0.517], [-2.151, 2.080, -1.209], [-2.754, 2.927, 0.260], [4.949, 2.525, -0.829]],
  "nbo_charge": [-0.234, 0.785, -0.227, 0.335, 0.340, -0.432, -0.339, 0.027, -0.697, 1.130, 0.257, 0.220, 0.253, 0.277, 0.302, 1.001],
  "charge": 3,
  "multiplicity": 6,
  "gap_ev": [9.40, 7.49],
  "homo_ha": [-0.76930, -0.82142],
  "lumo_energy_ev": [-11.5344, -14.8571],
  "de_lowest_kj_mol": 0.0
}

Sequential maximum force output: 7.0; 6.4; 2.8; 5.8; 4.0; 6.3; 2.9; 4.7; 5.9; 3.8; 4.2; 7.2 eV/Å